ORCA calculation (ωB97M-V/def2-TZVPD) on a structure of composition C7H8O4 at a distorted geometry.

Atoms and positions in Å:
C 3.15768 -0.38016 0.06578
C 0.92691 -1.73435 0.09652
C -0.04940 -0.77621 -0.08587
C -2.31532 -0.28043 -0.02270
C -1.57606 1.08330 -0.40141
C -0.20273 0.64221 -0.19861
C 0.68010 2.75556 0.34785
H 4.11550 -0.77530 0.33881
H 2.83086 0.24827 -0.79789
H 2.78205 0.00761 0.95576
H 0.62936 -2.87883 0.38906
H -2.13578 1.91193 -0.44184
H -0.54952 2.35950 0.86129
H 0.76246 3.70743 -0.81835
H 1.53166 3.30098 1.45286
O 2.20298 -1.52628 -0.08713
O -1.33449 -1.25258 -0.06310
O -3.46097 -0.63596 0.32328
O 0.88078 1.44718 -0.26669

Output
- highest occupied orbital energy (eV) = -8.31
- calculated total energy (a.u.) = -572.18505
- molecular weight (g/mol) = 156.14
- Kohn-Sham gap (eV) = 8.03
- energy relative to the best compared isomer or geometry (same formula, charge and spin) (kJ/mol) = 832.62

ORCA calculation (ωB97M-V/def2-TZVPD) on a cluster of 2 separate species, C7H8O6S in total at a distorted geometry.

Atoms and positions in Å:
C 0.52333 1.01145 2.29629
C 0.82179 -0.23225 2.04057
C -0.76748 -0.02997 -0.42337
C -0.50776 1.02334 -1.21043
C -1.61682 1.96232 -1.77177
C 0.86965 1.36852 -1.69471
C 0.15799 -1.00753 0.07933
O -1.95749 1.72191 -2.94202
O -1.16814 -2.36098 2.03992
O -1.99878 2.87530 -1.02234
O 0.77809 -3.33922 0.90000
O -1.36421 -3.16012 -0.25308
O 1.31648 -1.34998 -0.53600
S -0.49387 -2.56534 0.76087
H 0.78183 1.52694 3.22856
H -0.01946 1.60937 1.57317
H 1.33306 -0.97785 2.61266
H -1.77496 -0.20445 -0.06823
H 0.99811 2.45404 -1.68890
H 0.98834 1.02277 -2.72254
H 1.63626 0.90127 -1.07842
H 1.46403 -2.24953 -0.11954

Output
- highest occupied orbital energy (eV) = -1.17
- calculated total energy (a.u.) = -1121.11449
- molecular weight (g/mol) = 220.20
- Kohn-Sham gap (eV) = 7.08
- energy relative to the best compared isomer or geometry (same formula, charge and spin) (kJ/mol) = 62.63
- total charge = -2

ORCA calculation (ωB97M-V/def2-TZVPD) on an isolated molecule of C7H9BO2S at a distorted geometry.

Atoms and positions in Å:
B -0.90463 0.15088 0.13286
C -2.07861 3.11869 2.11436
C -2.33977 2.03093 1.32171
C -0.78993 3.24218 2.54067
C -1.23215 1.26436 1.01392
C 0.16522 -1.95217 -0.91488
C 1.37036 -1.12811 -1.50108
C 2.25972 -2.45547 -1.82403
O -0.74317 -1.05346 -0.24803
O 1.87987 -0.33367 -0.73750
S 0.15883 1.99631 1.83197
H -2.91231 3.77820 2.47591
H -3.28597 1.79337 0.78914
H -0.27086 3.80890 3.22408
H -0.27479 -2.62050 -1.65847
H 0.70075 -2.59065 -0.12016
H 0.99146 -0.70985 -2.46241
H 1.97623 -2.70962 -2.88266
H 1.99905 -3.35094 -1.33922
H 3.33070 -2.27940 -1.75618

Output
- highest occupied orbital energy (eV) = -7.14
- calculated total energy (a.u.) = -845.52060
- molecular weight (g/mol) = 168.03
- Kohn-Sham gap (eV) = 6.23
- energy relative to the best compared isomer or geometry (same formula, charge and spin) (kJ/mol) = 466.23

ORCA calculation (ωB97M-V/def2-TZVPD) on a structure of composition C7H9Br2EuF3NO at a distorted geometry.

Atoms and positions in Å:
C 1.89081 -1.84631 0.88797
C 2.21821 -1.63425 -0.55805
Br 2.62938 -3.19030 -1.53987
C 2.14470 -0.42168 -1.15144
Br 2.46435 -0.23545 -3.06712
N 1.82108 0.74686 -0.44327
C 0.37346 1.03263 -0.59239
C -0.23324 1.49903 0.71944
O -1.62488 1.64059 0.58039
C -2.37580 0.48386 0.84952
C -3.29148 0.20749 -0.31549
F -4.18006 1.20641 -0.48265
F -2.59062 0.07223 -1.46732
F -3.96941 -0.93898 -0.10618
H 0.81214 -1.79550 0.99421
H 2.33233 -1.08437 1.50948
H 2.19009 -2.83125 1.21127
H 0.19840 1.80389 -1.33288
H -0.14340 0.12339 -0.87323
H 0.03721 0.82368 1.52898
H 0.14442 2.48065 0.99050
H -1.74943 -0.38271 1.03114
H -2.97998 0.64442 1.73560
Eu 3.88173 1.59568 -0.10860

Output
- highest occupied orbital energy (spin up / spin down) (eV) = -11.90 / -11.94
- calculated total energy (a.u.) = -6559.77980
- molecular weight (g/mol) = 491.92
- multiplicity = 8
- Kohn-Sham gap (spin up / spin down) (eV) = 6.49 / 6.67
- energy relative to the best compared isomer or geometry (same formula, charge and spin) (kJ/mol) = 0.00
- total charge = +1

ORCA calculation (ωB97M-V/def2-TZVPD) on a cluster of 2 separate species, C7H9BrN3O2 in total at a distorted geometry.

Atoms and positions in Å:
O -1.09946 1.61590 -4.04104
C -0.95953 0.87374 -3.11163
O -2.05676 0.40429 -2.42181
C 0.43577 0.46862 -2.63064
N 0.35452 -0.37432 -1.42285
C 0.76066 0.04827 -0.25871
N 0.53934 -0.92763 0.61656
C -0.02477 -1.96941 -0.04621
Br -0.59391 -3.61497 0.65393
C -0.13486 -1.65893 -1.34506
H -2.50775 -0.26837 -2.94734
H 1.03595 -0.01057 -3.40141
H 0.95165 1.38567 -2.34541
H 1.21262 0.98808 0.00708
H 0.74962 -0.94035 1.61249
H -0.52495 -2.21554 -2.17509
C -0.08806 1.29547 3.93386
C 1.11901 0.49781 3.75469
N 2.07108 -0.13004 3.61806
H -0.20751 1.59535 4.97381
H -0.05484 2.20154 3.32979
H -0.97783 0.73540 3.64696

Output
- highest occupied orbital energy (eV) = -13.88
- calculated total energy (a.u.) = -3160.64917
- molecular weight (g/mol) = 247.07
- Kohn-Sham gap (eV) = 10.60
- total charge = +1

ORCA calculation (ωB97M-V/def2-TZVPD) on a cluster of 2 separate species, C7H9Cl2N2O2 in total at a distorted geometry.

Atoms and positions in Å:
C 1.06575 -0.80795 0.78199
C 0.44990 -2.09004 1.20252
C -0.42067 -0.17339 2.31583
C 0.79136 0.66067 -2.32018
C -1.51834 0.51301 -1.03710
C -0.12112 1.06310 -1.11891
C 0.22099 1.91874 -0.23682
N 0.42319 0.26379 1.43506
N -0.47575 -1.69668 2.09944
O 0.66792 -3.26487 0.78105
O -1.24072 0.30580 3.05998
Cl 1.77575 2.66050 -0.29482
Cl -1.76534 -2.59337 2.61672
H 2.16385 -0.86903 1.13182
H 0.39150 -0.31148 -2.62297
H 0.55587 1.32114 -3.10386
H 1.81490 0.63683 -2.14040
H -1.55360 -0.42459 -1.61573
H -2.17266 1.36080 -1.24857
H -1.55912 0.19568 -0.03178
H 0.88317 -0.68559 -0.29187
H -0.37680 2.01694 0.63860

Output
- highest occupied orbital energy (eV) = -4.52
- calculated total energy (a.u.) = -1452.49992
- molecular weight (g/mol) = 224.07
- Kohn-Sham gap (eV) = 7.75
- total charge = -1